C5H11N | ωB97M-V with the def2-TZVPD basis set

Summary:
HOMO = -8.79 eV
energy relative to the best compared isomer or geometry (same formula, charge and spin) = 379.1 kJ/mol
total energy = -6849.5996 eV
LUMO level = 0.04223 Eh

Element x y z (Å)
H1 -1.05 -0.71 -0.31
C1 0.96 -1.48 -0.38
H2 0.21 0.56 2.85
H3 -1.93 1.14 0.68
H4 0.88 -2.02 0.58
C2 -0.02 -0.31 -0.43
H5 -0.03 1.89 0.72
C3 -1.10 1.50 1.30
C4 -0.40 0.37 1.96
H6 -0.13 -0.21 -2.59
H7 -0.91 -0.60 2.00
H8 1.08 0.88 -1.87
H9 -0.66 1.28 -1.78
C5 0.07 0.45 -1.75
H10 0.76 -2.19 -1.19
H11 1.99 -1.12 -0.48
N1 0.28 0.59 0.70

Atom charges from the Löwdin analysis, given in e for atoms 1 to 2:
1 H 0.132
2 C -0.064


C6H7Cl2N2 | ωB97M-V with the def2-TZVPD basis set

Summary:
charge = +1
HOMO (spin up / spin down) = -13.67 / -13.67 eV
energy relative to the best compared isomer or geometry (same formula, charge and spin) = 365.5 kJ/mol
structure (SMILES) = C[N+]1=NCC(Cl)=CC=C1Cl
total energy = -34351.4571 eV
LUMO level (spin up / spin down) = -0.20355 / -0.20352 Eh

Element x y z (Å)
H1 0.38 2.85 -0.21
H2 1.82 -0.96 -1.61
C1 1.40 -1.41 -0.71
N1 -0.59 -0.98 0.32
H3 -2.15 -0.96 1.64
C2 -0.03 1.86 -0.09
H4 -0.91 0.33 1.93
H5 -1.93 2.50 -0.82
C3 -1.42 1.71 -0.30
C4 -1.46 -0.26 1.18
C5 -2.14 0.66 0.19
H6 2.22 -1.67 -0.03
Cl1 -3.73 0.33 -0.25
N2 0.51 -0.49 -0.05
H7 0.84 -2.31 -0.94
Cl2 2.57 1.16 0.11
C6 0.87 0.84 0.07

Atom charges from the Löwdin analysis, given in e for atoms 1 to 2:
1 H 0.130
2 H 0.105


C3H8N3O | ωB97M-V with the def2-TZVPD basis set

Summary:
charge = +1
HOMO = -14.33 eV
energy relative to the best compared isomer or geometry (same formula, charge and spin) = 393.8 kJ/mol
total energy = -9748.3822 eV
LUMO level = -0.15445 Eh

Element x y z (Å)
H1 1.09 0.40 1.97
C1 -0.33 -0.88 1.32
H2 -1.68 -1.30 -0.32
H3 -0.08 -2.24 -0.26
C2 -0.70 -1.39 -0.07
H4 1.70 1.11 -0.25
O1 -0.79 -1.23 2.40
H5 -1.26 1.23 -0.27
H6 -0.27 2.22 -1.15
N1 0.63 0.16 1.19
H7 1.99 -0.65 -0.26
N2 0.24 -0.06 -1.12
N3 -0.62 1.20 -1.14
C3 1.27 0.21 -0.10
H8 -1.19 1.21 -1.93

Atom charges from the Löwdin analysis, given in e for atoms 1 to 2:
1 H 0.099
2 C -0.437


C33H41Br2Cl2N6O2SbSi3Tc | ωB97M-V with the def2-TZVPD basis set

Summary:
charge = +2
HOMO (spin up / spin down) = -12.68 / -12.68 eV
energy relative to the best compared isomer or geometry (same formula, charge and spin) = 0.0 kJ/mol
spin multiplicity = 4
total energy = -245406.2970 eV
LUMO level (spin up / spin down) = -0.25899 / -0.27275 Eh

Element x y z (Å)
O1 1.74 -3.65 -2.57
H1 -0.85 4.71 5.13
H2 -3.40 5.05 1.61
C1 -2.40 4.18 -2.36
Si1 -3.24 -0.67 0.71
Br1 -3.60 4.97 -3.55
H3 -4.86 -0.37 2.65
H4 -3.01 5.37 -0.71
N1 2.21 2.81 -0.63
H5 0.99 -4.53 0.67
C2 -1.48 4.14 1.37
Tc1 0.68 2.38 0.82
O2 0.95 -1.62 -2.17
H6 1.64 0.30 4.33
H7 -1.28 2.00 4.74
C3 -2.53 4.65 2.10
H8 -3.02 -1.14 -1.66
C4 -2.40 4.72 3.53
H9 1.47 -1.36 3.72
C5 -0.23 -1.88 -5.00
C6 -1.48 3.96 -0.14
N2 6.26 1.80 3.34
H10 4.07 -2.94 -2.30
H11 -2.80 0.62 -1.50
C7 -1.56 3.05 -2.74
H12 -4.01 -3.05 0.84
C8 -1.77 1.03 4.90
C9 -1.25 -4.50 -5.30
C10 2.34 -6.30 -1.95
H13 1.30 -6.58 -1.97
C11 3.77 4.55 -1.14
H14 0.03 -0.88 -4.69
H15 3.78 5.62 -1.46
C12 2.62 4.07 -0.50
C13 4.29 -3.83 -1.62
C14 1.91 -4.00 0.41
H16 -4.67 1.16 1.85
H17 1.90 4.69 0.07
N3 2.24 1.48 1.70
C15 3.28 1.01 2.02
H18 -5.76 -0.10 1.18
C16 -0.11 3.97 3.25
C17 0.03 -2.87 -4.07
C18 1.02 -0.63 4.45
H19 2.65 -4.29 1.18
H20 -1.66 -5.49 -5.41
Cl1 5.20 1.12 -2.54
Br2 -3.73 5.48 4.65
C19 -1.54 -2.18 4.54
C20 -3.07 -2.56 0.99
H21 -1.36 2.74 -3.76
C21 3.03 1.87 -1.28
H22 -2.75 1.28 4.41
H23 4.59 -3.38 -0.65
N4 -0.77 2.81 -0.53
N5 -0.26 3.76 1.94
Si2 2.53 -4.53 -1.36
C22 -1.04 -2.19 -6.12
Si3 -0.88 -0.43 4.13
C23 0.90 -2.62 -2.86
H24 -2.41 -2.84 0.21
C24 -3.31 -0.27 -1.17
H25 0.81 3.65 3.70
H26 -2.61 -2.20 4.31
C25 -1.10 4.52 4.08
H27 5.06 -4.53 -2.04
H28 1.13 -1.09 5.45
H29 1.78 -2.88 0.42
H30 2.72 -6.36 -2.95
H31 2.97 -6.93 -1.25
H32 -0.98 -2.86 3.94
C26 -0.81 2.39 -1.82
Cl2 -2.37 -3.86 -7.70
H33 -2.64 -2.86 1.93
C27 -1.44 -3.53 -6.30
C28 -4.73 0.04 1.62
C29 4.67 3.63 -1.63
C30 -0.59 -4.15 -4.15
H34 5.64 3.93 -2.00
C31 -2.36 4.59 -1.04
H35 -1.29 -1.36 -6.82
H36 2.66 0.86 -1.33
C32 4.27 2.26 -1.75
H37 -4.35 -0.10 -1.47
C33 5.37 1.18 2.85
H38 -0.36 1.40 -2.03
H39 -1.40 -2.43 5.62
H40 -2.03 0.82 6.00
Sb1 -1.08 0.61 1.71
N6 4.39 0.47 2.38
H41 -0.28 -4.86 -3.40

Atom charges from the Löwdin analysis, given in e for atoms 1 to 2:
1 O -0.111
2 H 0.133


C30H43CsGeN7O5 | ωB97M-V with the def2-TZVPD basis set

Summary:
HOMO (spin up / spin down) = -6.34 / -6.34 eV
energy relative to the best compared isomer or geometry (same formula, charge and spin) = 112.1 kJ/mol
spin multiplicity = 2
total energy = -109539.8088 eV
LUMO level (spin up / spin down) = -0.03455 / -0.07715 Eh

Element x y z (Å)
C1 2.71 1.05 -3.12
H1 3.70 -2.13 -3.72
H2 -0.17 6.50 -7.16
H3 -2.99 1.09 2.35
C2 -3.10 1.25 1.27
O1 -1.26 -1.01 3.48
H4 -2.25 7.14 -6.50
C3 -2.02 -1.91 5.61
H5 2.11 5.66 -6.76
H6 -4.06 0.79 -1.26
C4 -0.03 5.52 -6.73
C5 2.11 3.46 -2.90
H7 -2.31 0.48 -1.24
H8 0.52 1.99 -5.25
H9 -3.94 1.93 1.09
O2 -2.40 5.07 -6.61
H10 -2.64 -4.86 0.98
H11 -1.69 -5.45 2.35
H12 4.65 -2.08 7.44
H13 -2.24 6.47 -8.15
C6 2.64 2.38 -3.68
N1 3.18 2.58 -4.91
C7 -0.91 -1.21 4.83
H14 2.51 -2.42 -1.56
N2 3.05 -0.41 2.59
Cs1 0.28 -0.44 1.22
C8 -1.66 -5.25 1.28
H15 -1.49 -6.20 0.75
H16 -0.60 -4.80 -1.15
N3 3.25 -0.53 6.03
H17 0.11 0.69 4.86
H18 -2.97 -1.40 5.47
N4 4.62 -2.34 6.47
H19 1.19 4.05 -1.08
O3 -2.27 -0.99 0.91
Ge1 -2.22 -2.22 2.36
C9 1.26 5.05 -6.51
N5 2.01 -0.44 -1.37
H20 -3.45 -0.87 -1.43
C10 1.58 3.24 -1.68
C11 -2.66 6.36 -7.14
H21 -4.83 -1.65 0.59
C12 -0.67 0.18 5.43
C13 -3.32 -0.10 0.58
H22 -5.49 0.00 0.61
C14 -4.69 -0.64 0.99
H23 -1.55 -3.35 -0.74
H24 2.64 -0.07 5.36
C15 2.09 0.78 -1.89
O4 -0.64 -3.08 1.73
N6 2.83 3.41 -5.78
C16 1.47 3.81 -5.92
C17 0.80 -4.89 1.26
C18 0.37 -2.04 4.91
C19 1.45 1.89 -1.12
H25 0.22 -3.26 -0.82
H26 2.16 4.46 -3.30
H27 -0.36 0.10 6.48
H28 -2.14 -2.94 5.27
H29 3.80 0.15 -4.74
C20 -3.29 0.09 -0.94
H30 0.67 -2.22 5.95
N7 4.28 -1.74 4.30
C21 2.58 -1.44 -2.02
H31 0.21 -3.00 4.41
C22 -0.55 -4.25 0.95
C23 3.31 -0.03 -3.79
C24 -0.62 -3.90 -0.54
H32 -4.78 -0.70 2.08
H33 -1.77 2.81 -5.69
H34 -2.18 1.74 0.90
H35 2.92 -0.57 6.98
H36 -1.58 0.77 5.37
O5 0.85 1.68 -0.08
C25 4.04 -1.53 5.56
H37 0.98 -5.77 0.64
H38 -1.79 -1.93 6.68
H39 1.18 -1.53 4.37
H40 5.31 -2.98 6.12
C26 3.62 -1.02 3.40
C27 -1.12 4.71 -6.42
H41 0.84 -5.19 2.31
H42 1.60 -4.16 1.09
C28 0.37 2.99 -5.64
H43 -3.73 6.46 -7.19
C29 -0.91 3.43 -5.89
C30 3.25 -1.28 -3.24

Atom charges from the Löwdin analysis, given in e for atoms 1 to 2:
1 C -0.096
2 H 0.110


C19H21BMnNO | ωB97M-V with the def2-TZVPD basis set

Summary:
HOMO (spin up / spin down) = -6.11 / -7.63 eV
spin multiplicity = 5
total energy = -55569.3520 eV
LUMO level (spin up / spin down) = -0.00234 / -0.01595 Eh

Element x y z (Å)
H1 -3.25 -0.49 -0.28
H2 3.82 -5.89 -0.54
C1 1.73 -3.38 1.57
C2 -2.22 1.70 2.11
C3 1.23 1.21 -2.04
O1 0.74 -0.89 -0.07
C4 0.06 3.12 -1.50
C5 3.25 -5.19 0.05
H3 -4.37 4.55 -1.87
H4 2.07 0.53 -2.19
C6 -1.44 0.56 2.37
C7 1.84 -0.45 0.80
C8 -2.89 3.45 -0.67
H5 -0.23 0.45 -3.56
C9 -3.07 1.42 0.92
Mn1 -0.75 1.36 -0.71
H6 -4.13 1.71 0.96
N1 -2.37 2.39 -0.34
H7 -1.67 2.66 -2.91
C10 1.94 -4.68 2.03
C11 1.25 2.37 -1.24
H8 -3.90 5.30 -0.04
H9 -2.27 2.61 2.67
H10 -0.78 0.41 3.19
H11 2.40 0.44 0.50
H12 3.49 -3.56 -1.37
H13 2.48 -1.41 -1.16
C12 -0.72 2.38 -2.49
H14 2.85 -6.58 1.65
C13 -2.69 0.04 0.46
H15 -2.56 5.43 -1.56
H16 1.12 -2.66 2.13
C14 2.30 -2.96 0.34
H17 -0.20 4.09 -1.08
C15 3.06 -3.90 -0.42
C16 2.29 -1.59 -0.09
H18 1.50 -4.97 2.97
H19 1.87 -0.71 1.83
H20 -1.40 -1.47 1.43
B1 -3.47 4.76 -1.06
C17 0.02 1.17 -2.78
C18 2.70 -5.58 1.28
H21 2.10 2.71 -0.65
C19 -1.75 -0.46 1.38

Atom charges from the Löwdin analysis, given in e for atoms 1 to 2:
1 H 0.097
2 H 0.102


C8H15BrFO5P | ωB97M-V with the def2-TZVPD basis set

Summary:
HOMO = -9.41 eV
structure (SMILES) = O=C1O[C@H](F)C[C@@H]1P(O)Br.COCCOC
total energy = -100825.0121 eV
LUMO level = 0.01039 Eh

Element x y z (Å)
O1 -2.68 -1.32 0.28
C1 -3.63 -2.14 -0.37
H1 -4.15 -0.02 0.98
C2 3.60 0.50 0.33
F1 6.76 1.86 1.36
O2 4.13 -1.64 1.40
H2 0.65 -0.33 0.44
O3 -4.76 -0.34 -1.54
H3 3.33 -0.05 -0.57
C3 5.88 0.97 0.85
H4 -2.49 0.24 1.56
H5 -3.17 -3.12 -0.55
H6 -3.01 0.75 -1.28
O4 0.89 0.59 0.23
H7 -3.20 -1.43 -2.35
H8 6.39 0.22 0.23
Br1 2.00 3.19 1.20
H9 4.93 1.61 -0.99
C4 -3.23 -0.52 1.31
H10 -4.51 -2.30 0.27
C5 4.31 -0.48 1.27
H11 -3.79 0.92 -2.87
O5 5.28 0.24 1.93
C6 -3.97 0.80 -1.80
P1 2.08 0.98 1.29
C7 4.70 1.56 0.08
H12 -4.75 -2.27 -2.19
C8 -4.07 -1.56 -1.70
H13 -4.52 1.67 -1.44
H14 4.42 2.55 0.43
H15 -3.44 -1.13 2.19

Atom charges from the Löwdin analysis, given in e for atoms 1 to 2:
1 O -0.200
2 C -0.207


C16H21Cl3N4NaO2S2 | ωB97M-V with the def2-TZVPD basis set

Summary:
charge = -1
HOMO = -3.75 eV
energy relative to the best compared isomer or geometry (same formula, charge and spin) = 133.8 kJ/mol
total energy = -90643.2481 eV
LUMO level = 0.08408 Eh

Element x y z (Å)
O1 -0.96 -1.99 0.49
H1 -5.56 -3.73 -0.41
H2 2.13 0.77 4.61
C1 -2.83 -3.41 -0.60
Cl1 -1.74 3.47 -1.19
H3 -4.90 -5.16 -1.20
H4 -0.11 -2.47 -2.71
C2 0.35 -0.32 -3.62
H5 0.96 -0.60 -5.64
N1 2.41 0.11 3.90
Na1 -0.15 -0.19 0.63
C3 1.28 -0.53 -4.61
H6 3.39 -0.14 3.90
S1 -1.55 -2.05 -0.85
N2 1.94 0.01 0.43
C4 1.89 0.40 2.65
C5 3.00 -0.59 -2.97
H7 -3.46 -3.69 -2.62
H8 1.37 -5.03 0.39
H9 1.53 -3.97 -1.80
H10 4.05 -0.71 -2.70
H11 -2.36 -4.39 -0.57
C6 2.62 -0.30 -0.60
H12 -0.15 -4.19 0.73
C7 0.78 -3.57 -1.10
C8 0.46 -4.63 -0.05
C9 -0.43 -3.11 -1.89
H13 -0.70 -0.23 -3.86
S2 0.48 1.34 2.67
Cl2 -3.60 4.67 0.71
H14 3.36 -0.87 -5.06
C10 -3.88 -3.32 -1.69
C11 2.09 -0.37 -1.93
C12 0.70 -0.26 -2.24
H15 3.69 -0.55 -0.50
C13 -2.77 2.20 0.83
H16 -5.89 -4.02 -2.12
H17 -0.09 -5.46 -0.51
H18 -3.26 -3.20 0.38
C14 -5.14 -4.11 -1.34
H19 -4.14 -2.27 -1.83
C15 -2.26 3.51 0.52
C16 2.62 -0.68 -4.29
H20 -1.01 -3.94 -2.29
N3 -3.24 1.18 1.03
H21 1.21 -2.70 -0.61
Cl3 -0.91 3.96 1.57
O2 -0.24 -0.18 -1.36
N4 2.55 -0.07 1.64

Atom charges from the Löwdin analysis, given in e for atoms 1 to 2:
1 O -0.536
2 H 0.070


C47H66BNO26 | ωB97M-V with the def2-TZVPD basis set

Summary:
HOMO = -8.34 eV
structure (SMILES) = CC(C)(C)CC(C)(C)c1ccc(OCCOCCBc2ccccn2)cc1.O=C1OCCO1.O=C1OCCO1.O=C1OCCO1.O=C1OCCO1.O=C1OCCO1.O=C1OCCO1.O=C1OCCO1.O=C1OCCO1
total energy = -105190.3628 eV
LUMO level = -0.02177 Eh

Element x y z (Å)
O1 3.51 -4.77 1.12
C1 5.13 -8.22 -0.90
O2 5.66 -7.42 -1.65
C2 -4.49 -2.10 -4.34
B1 -2.79 -1.83 1.04
H1 4.95 0.07 3.27
H2 0.03 0.09 -5.86
H3 6.42 -1.21 3.05
O3 -5.24 -1.52 -5.39
H4 -3.50 2.83 -0.54
H5 -4.84 -1.69 -3.39
C3 1.17 2.28 -7.78
O4 3.66 1.61 4.40
H6 -7.50 7.20 6.30
C4 -0.59 -3.60 -3.65
C5 3.96 -9.98 -0.19
H7 -4.79 -4.08 -3.51
O5 2.14 -0.06 4.78
O6 -4.83 7.54 4.54
H8 0.31 -4.37 -3.61
C6 5.61 -4.94 0.24
C7 0.05 4.50 0.08
H9 -0.90 6.87 1.19
O7 5.42 -8.35 0.43
O8 -7.25 4.40 2.12
C8 -6.26 -2.38 -5.68
H10 -6.20 3.10 -0.02
C9 -5.87 7.79 3.69
O9 0.78 3.99 -0.75
O10 -6.09 -3.57 -5.04
H11 2.29 1.90 0.68
C10 0.80 0.45 -6.55
H12 4.89 2.97 -0.57
H13 -4.83 6.56 6.37
H14 2.87 -0.80 7.82
H15 2.68 0.72 -5.53
H16 1.65 0.45 7.49
C11 -1.12 -3.45 -2.11
H17 0.89 -1.22 5.96
C12 -5.62 2.09 0.23
C13 1.95 -0.95 5.87
H18 3.66 -8.58 1.44
H19 -0.73 -0.01 -2.62
H20 4.91 1.88 -2.22
H21 -5.35 8.26 6.39
C14 -4.04 1.87 -0.07
H22 -4.15 -3.67 1.05
H23 -1.80 -1.62 1.68
O11 4.10 -5.25 3.28
C15 -7.60 5.34 1.43
H24 2.81 -3.07 -4.05
C16 5.33 -0.10 -0.15
C17 5.54 -0.61 2.53
O12 -7.07 7.54 4.30
O13 -2.33 -4.27 -1.80
C18 -3.13 -3.36 0.53
C19 6.33 1.85 1.54
H25 8.21 -0.41 2.08
C20 4.33 2.18 -1.23
H26 -4.38 -4.08 -1.24
O14 0.48 5.36 1.05
H27 4.67 -1.70 -2.37
H28 -9.72 7.28 0.20
O15 4.15 -9.10 -1.27
C21 3.02 1.01 0.90
C22 3.97 0.77 -0.41
C23 -5.39 7.32 5.82
O16 3.42 0.69 6.48
O17 -6.82 5.96 0.50
O18 -8.84 5.92 1.49
C24 0.89 -1.68 -3.47
H29 -7.53 0.79 1.25
C25 2.47 -2.14 -3.40
H30 2.38 0.02 1.09
H31 3.59 1.27 1.89
H32 3.80 -4.70 -0.93
H33 2.54 -1.85 5.70
O19 -5.75 8.18 2.55
H34 7.70 -1.36 0.43
H35 -3.56 -2.42 -1.60
C26 4.26 -4.34 0.00
H36 -1.78 4.10 2.14
N1 -3.14 0.69 0.14
O20 -0.16 -2.34 -4.29
H37 4.55 -10.89 -0.36
O21 1.09 3.09 -8.68
H38 4.88 -9.83 1.76
H39 -7.98 6.33 -1.14
H40 5.15 -1.28 -0.13
H41 -3.43 -1.88 -4.46
C27 3.02 -0.09 -1.49
H42 6.73 1.93 2.66
C28 -6.79 6.89 5.52
H43 2.90 -10.26 -0.09
C29 -1.73 4.88 1.37
H44 3.27 2.66 -1.48
H45 1.00 1.34 -0.99
H46 -2.27 -4.06 0.92
O22 2.21 2.21 -6.89
C30 -0.68 5.90 1.66
H47 5.35 2.50 1.51
C31 3.54 -1.34 -2.40
H48 7.16 2.39 0.88
H49 1.41 1.86 -5.03
C32 -3.78 -0.50 0.77
O23 0.24 1.32 -7.52
C33 -6.40 0.79 0.94
C34 -7.65 6.84 -0.23
H50 4.28 -3.25 -0.02
H51 -8.57 7.95 1.38
C35 7.69 -0.34 1.01
H52 6.41 -4.32 -0.17
H53 -7.11 7.75 -0.50
C36 1.82 1.30 -5.88
H54 5.69 -5.95 -0.17
C37 4.41 -5.03 2.12
H55 -0.53 6.05 2.73
H56 -4.11 -4.07 -5.16
H57 6.07 0.08 -1.07
H58 -6.87 5.81 5.38
H59 4.84 -1.43 2.03
H60 -0.25 -3.81 -1.40
C38 -5.35 -0.47 1.19
C39 -3.36 -3.48 -1.11
H61 -1.44 -4.13 -4.26
C40 0.41 -0.38 -2.58
C41 3.12 0.82 5.16
C42 2.44 -0.16 7.04
O24 -1.30 4.29 0.16
O25 -7.20 -2.12 -6.42
C43 -8.78 7.10 0.72
C44 6.14 0.26 1.23
H62 -5.78 -1.44 1.72
C45 1.43 0.43 -1.59
O26 5.69 -5.01 1.65
H63 -2.72 5.32 1.25
H64 8.33 0.45 0.41
C46 4.44 -9.20 0.99
H65 -1.39 -2.36 -1.77
C47 -4.80 -3.56 -4.47
H66 1.24 -0.41 -7.07

Atom charges from the Löwdin analysis, given in e for atoms 1 to 2:
1 O 0.059
2 C -0.509